A molecular structure, C4H9N2 at a distorted geometry. Source: the Open Molecules 2025 dataset; level of theory: ωB97M-V/def2-TZVPD.

Values from the calculation:
Total charge = +1
Calculated total energy = -266.9348 a.u.
Energy above the lowest of the compared OMol25 structures with the same formula, charge and spin = 431.9 kJ/mol
Highest occupied orbital energy = -15.25 eV
Orbital gap = 10.8 eV

Atoms and positions in Å:
C (1.0808, -1.8309, 1.0643)
C (-0.5068, 0.6306, -0.9891)
C (-1.3424, -0.2818, -1.5984)
C (0.9631, 1.1191, 1.0145)
N (0.2281, -1.3928, 0.3181)
N (0.2457, 0.3676, 0.0042)
H (0.9839, -2.8331, 1.2903)
H (1.6455, -1.4364, 1.9313)
H (-0.7191, 1.7279, -1.1439)
H (-0.9110, -1.2251, -1.7533)
H (-1.9515, -0.4644, -0.7482)
H (-1.8200, 0.2147, -2.4384)
H (0.6079, 0.8102, 1.9959)
H (0.6175, 2.1486, 0.8948)
H (2.0367, 1.0160, 0.8281)

natural (NBO) atomic charge list, values in e, 4 entries:
1. C -0.080
2. C 0.286
3. C -0.699
4. C -0.439